Here is C20H21F3N2O3S2 in the gas phase in a non-equilibrium geometry from OMol25. Energies are from ωB97M-V/def2-TZVPD.

Properties
HOMO energy   -0.33085 hartree
Relative energy (zero: lowest compared OMol25 entry of this formula, charge and spin)   16.48 kcal/mol
Structure (SMILES)   C[C@H](Sc1ccccc1)C(=O)N1CCN(S(=O)(=O)c2ccccc2C(F)(F)F)CC1
Orbital gap   9.0 eV

The geometry in ORCA input format:
```
! RIJCOSX wB97M-V def2-TZVPD def2/J DEFGRID3
* xyz 0 1
C -4.4336 -1.7596 -0.6347
C -3.0527 -1.6979 -0.0067
S -2.9807 -0.5137 1.4152
C -2.6406 1.0111 0.5459
C -3.6256 1.6199 -0.2134
C -3.3247 2.7678 -0.9242
C -2.0545 3.3149 -0.8606
C -1.0850 2.7236 -0.0682
C -1.3764 1.5713 0.6390
C -2.0041 -1.2491 -1.0124
O -2.3313 -0.7623 -2.0769
N -0.6996 -1.3765 -0.6629
C -0.1686 -1.8889 0.5803
C 0.9919 -2.8540 0.2957
N 1.9843 -2.2638 -0.5635
S 3.3296 -1.5669 0.1019
O 3.7383 -2.4274 1.1703
O 4.2337 -1.2792 -0.9598
C 2.8115 -0.0219 0.9217
C 2.2766 -0.2088 2.1861
C 1.8133 0.8620 2.9316
C 1.8984 2.1424 2.4106
C 2.4680 2.3444 1.1659
C 2.9277 1.2661 0.4118
C 3.5892 1.5595 -0.9133
F 3.4643 2.8616 -1.2445
F 3.0444 0.8915 -1.9389
F 4.8995 1.3172 -0.8991
C 1.4379 -1.7528 -1.7964
C 0.3048 -0.7673 -1.5187
H -4.6139 -0.8690 -1.2305
H -5.1951 -1.8501 0.1360
H -4.4928 -2.6212 -1.2968
H -2.8067 -2.6620 0.4413
H -4.6183 1.1996 -0.2468
H -4.0868 3.2354 -1.5291
H -1.8210 4.2062 -1.4230
H -0.0960 3.1537 -0.0051
H -0.6285 1.1093 1.2671
H 0.1922 -1.0508 1.1892
H -0.9352 -2.4116 1.1478
H 0.6051 -3.7507 -0.2016
H 1.4907 -3.1513 1.2175
H 2.2609 -1.2114 2.5822
H 1.3927 0.6970 3.9114
H 1.5373 2.9873 2.9759
H 2.5662 3.3459 0.7763
H 1.0574 -2.6000 -2.3767
H 2.2465 -1.2793 -2.3487
H 0.6975 0.1291 -1.0229
H -0.1883 -0.4694 -2.4450
*
```

Here are the Mulliken charges for atoms 1 to 6, given in e: -1.59, 0.35, -0.24, 0.04, -0.17, -0.64

---

Here is C17H24N2O4 in the gas phase from OMol25. Energies are from ωB97M-V/def2-TZVPD.

Properties
HOMO energy   -0.31438 hartree
Relative energy (zero: lowest compared OMol25 entry of this formula, charge and spin)   23.02 kcal/mol
Structure (SMILES)   CCOCCCNC(=O)CN1C(=O)[C@@H](CC)Oc2ccccc21
Orbital gap   9.3 eV

The geometry in ORCA input format:
```
! RIJCOSX wB97M-V def2-TZVPD def2/J DEFGRID3
* xyz 0 1
C -5.3434 -0.0417 1.7588
C -5.4850 -1.0859 0.6534
O -5.2301 -0.6079 -0.6490
C -3.8898 -0.2695 -0.9361
C -3.6577 1.2483 -0.9380
C -2.2240 1.6068 -1.3187
N -1.3043 1.2487 -0.2630
C -0.3112 2.0407 0.1655
O -0.0528 3.1404 -0.2754
C 0.5026 1.3799 1.2917
N 1.2379 0.2274 0.8008
C 0.6313 -0.9793 0.8063
O -0.5348 -1.1229 1.1482
C 1.4685 -2.1350 0.2893
C 1.2445 -2.2726 -1.2309
C -0.1481 -2.7897 -1.5617
O 2.8441 -1.9965 0.5933
C 3.3617 -0.7707 0.2809
C 4.6982 -0.6623 -0.0686
C 5.2267 0.5744 -0.3964
C 4.4168 1.6965 -0.4024
C 3.0846 1.6020 -0.0359
C 2.5579 0.3736 0.3381
H -5.7074 -0.4582 2.6943
H -5.9288 0.8417 1.5160
H -4.3032 0.2451 1.8946
H -6.5182 -1.4405 0.6110
H -4.8292 -1.9424 0.8729
H -3.2157 -0.7703 -0.2297
H -3.6822 -0.6580 -1.9414
H -3.8851 1.6635 0.0441
H -4.3450 1.6941 -1.6576
H -2.1204 2.6828 -1.4781
H -1.9454 1.0897 -2.2458
H -1.4245 0.3472 0.1838
H 1.2004 2.1007 1.7176
H -0.1826 1.0258 2.0678
H 1.1464 -3.0525 0.7921
H 2.0005 -2.9630 -1.6118
H 1.4106 -1.3006 -1.7046
H -0.2901 -2.8194 -2.6390
H -0.2839 -3.7937 -1.1671
H -0.9119 -2.1490 -1.1287
H 5.3028 -1.5548 -0.0770
H 6.2682 0.6546 -0.6660
H 4.8194 2.6554 -0.6886
H 2.4585 2.4796 -0.0561
*
```

Here are the Mulliken charges for atoms 1 to 6, given in e: -0.97, -0.28, -0.43, -0.45, -0.47, -0.76

---

Here is CH6N2O3S as an isolated structure in a non-equilibrium geometry from OMol25. Energies are from ωB97M-V/def2-TZVPD.

Properties
HOMO energy (spin up / spin down)   -0.32916 / -0.33739 hartree
Relative energy (zero: lowest compared OMol25 entry of this formula, charge and spin)   92.31 kcal/mol
Orbital gap (spin up / spin down)   8.3 / 8.2 eV

The geometry in ORCA input format:
```
! RIJCOSX wB97M-V def2-TZVPD def2/J DEFGRID3
* xyz 0 1
C -0.3956 -0.1047 -2.2716
N -0.2430 -0.1493 2.5694
N 0.9930 -0.5003 -0.5376
O 0.8675 1.7822 1.6514
O -1.3176 1.1735 0.4692
O 0.0130 -1.0627 -1.2906
S -0.0959 0.7909 1.1178
H 0.2032 0.7490 -2.0982
H -1.3832 0.2212 -1.9326
H -0.2690 -0.5107 -3.2941
H 0.6287 -0.1045 3.0807
H -0.3929 -1.1759 2.3624
H 1.3918 -1.1085 0.1738
*
```

Here are the Mulliken charges for atoms 1 to 6, given in e: -0.53, -0.54, -0.46, -0.59, -0.50, -0.11

---

Here is C4H9NO2 in the gas phase in a non-equilibrium geometry from OMol25. Energies are from ωB97M-V/def2-TZVPD.

Properties
HOMO energy   -0.33949 hartree
Relative energy (zero: lowest compared OMol25 entry of this formula, charge and spin)   21.32 kcal/mol
Structure (SMILES)   NCCCC(=O)O
Orbital gap   10.0 eV

The geometry in ORCA input format:
```
! RIJCOSX wB97M-V def2-TZVPD def2/J DEFGRID3
* xyz 0 1
N 0.9689 2.1833 0.6401
C -0.0887 1.3843 1.1982
C -0.0893 -0.1700 0.8834
C -0.2412 -0.4317 -0.5936
C -0.3571 -1.8751 -1.0155
O -0.6244 -2.7996 -0.2956
O -0.1974 -2.0168 -2.3461
H 0.7943 2.5072 -0.2977
H 1.9000 1.7993 0.7202
H -0.0715 1.3950 2.3156
H -0.9945 1.9690 0.9696
H 0.8442 -0.4784 1.2949
H -0.9959 -0.6903 1.2296
H -1.0751 0.1496 -0.9984
H 0.6396 0.0053 -1.1326
H -0.4119 -2.9310 -2.5720
*
```

Here are the Mulliken charges for atoms 1 to 6, given in e: -0.51, -0.70, -0.31, -0.56, 0.48, -0.56

---

Here is C37H52FN2O5P2SbTl as an isolated structure in a non-equilibrium geometry from OMol25. Energies are from ωB97M-V/def2-TZVPD.

Properties
HOMO energy   -0.36825 hartree
Orbital gap   7.7 eV

The geometry in ORCA input format:
```
! RIJCOSX wB97M-V def2-TZVPD def2/J DEFGRID3
* xyz 1 1
Tl 1.7181 -1.6191 0.8444
C -1.7097 5.6581 0.1156
C -2.7313 4.5672 0.4440
C -3.7272 4.9686 1.5330
C -3.0036 5.2352 2.8442
C -2.1435 4.0577 3.1905
C -1.8003 3.8176 4.5065
C -1.0170 2.7190 4.8360
F -0.6949 2.5136 6.1234
C -0.5826 1.8343 3.8793
C -0.9470 2.0385 2.5481
C -0.5376 1.0286 1.5608
O 0.1661 0.0786 1.8908
C -1.0733 1.2491 0.2352
C -1.7481 2.4124 -0.0397
N -2.0436 3.3480 0.8610
C -1.7076 3.1659 2.1923
C -0.9455 0.2476 -0.8270
O -1.4883 0.5012 -1.9447
O -0.3997 -0.8627 -0.6603
H -2.2262 6.5790 -0.1430
H -1.0991 5.3602 -0.7344
H -1.0484 5.8509 0.9556
H -3.2867 4.3329 -0.4718
H -4.4346 4.1482 1.6763
H -4.2866 5.8471 1.2164
H -3.7237 5.4044 3.6456
H -2.3900 6.1355 2.7584
H -2.1430 4.4785 5.2876
H 0.0294 0.9792 4.1215
H -2.0822 2.5869 -1.0546
C 4.5410 -0.9643 3.1711
P 2.7755 -0.5840 3.5491
C 3.0530 0.7263 4.8249
C 2.4138 -1.9891 4.7244
C 0.9330 -2.0008 5.0777
P -0.0937 -2.2597 3.5407
C -1.7414 -1.7562 4.2266
C -0.3098 -4.0960 3.6652
H 5.1099 -1.1669 4.0770
H 4.9569 -0.1049 2.6500
H 4.5934 -1.8187 2.4986
H 3.8282 0.4140 5.5219
H 2.1365 0.9175 5.3786
H 3.3636 1.6450 4.3346
H 3.0296 -1.8787 5.6225
H 2.6883 -2.9248 4.2285
H 0.6502 -1.0395 5.5150
H 0.7106 -2.7836 5.8084
H -1.8821 -2.1383 5.2366
H -2.5269 -2.1440 3.5808
H -1.8122 -0.6714 4.2406
H -0.7412 -4.3893 4.6200
H 0.6589 -4.5758 3.5392
H -0.9645 -4.4224 2.8597
O 3.5454 0.3613 0.2354
C 3.2239 0.4256 -0.9407
N 2.0108 -0.0057 -1.4094
C 1.9288 0.1990 -2.7163
O 0.9298 -0.0100 -3.4407
C 3.2391 0.7135 -3.2306
C 3.7378 0.9149 -4.4967
C 5.0768 1.2897 -4.6083
C 5.8617 1.4933 -3.4857
C 5.3488 1.3052 -2.2042
C 4.0399 0.8943 -2.0979
H 3.1197 0.7720 -5.3695
H 5.5185 1.4168 -5.5859
H 6.8916 1.7931 -3.6059
H 5.9528 1.4546 -1.3235
C -3.3515 -1.9305 -0.9088
C -2.3760 -2.7246 -1.7565
C -3.1195 -3.6681 -2.6898
Sb -0.9293 -1.4512 -2.9160
C -1.9788 -0.6624 -4.7280
C -1.2125 0.4707 -5.3779
C -2.3255 -1.7589 -5.7175
C 0.7719 -2.8747 -3.2451
C 0.7770 -3.2613 -4.7082
C 0.6949 -4.0608 -2.3131
H -4.0210 -2.6200 -0.3931
H -3.9596 -1.2654 -1.5191
H -2.8388 -1.3405 -0.1524
H -1.7179 -3.2884 -1.0877
H -3.8900 -3.1277 -3.2375
H -3.6099 -4.4494 -2.1076
H -2.4519 -4.1499 -3.4029
H -2.8913 -0.2627 -4.2730
H -0.3270 0.1103 -5.8952
H -0.9019 1.1951 -4.6284
H -1.8518 0.9698 -6.1061
H -1.4482 -2.1181 -6.2483
H -3.0107 -1.3454 -6.4566
H -2.8133 -2.6055 -5.2434
H 1.6518 -2.2809 -3.0092
H -0.0873 -3.8735 -4.9592
H 1.6747 -3.8380 -4.9265
H 0.7777 -2.3746 -5.3392
H -0.1768 -4.6784 -2.5199
H 0.6697 -3.7265 -1.2739
H 1.5813 -4.6798 -2.4626
*
```

Here are the Mulliken charges for atoms 1 to 6, given in e: 1.26, -1.42, -0.37, -1.05, -1.28, 0.98

---

Here is C4H12B2F8KO2 as an isolated structure in a non-equilibrium geometry from OMol25. Energies are from ωB97M-V/def2-TZVPD.

Properties
HOMO energy   -0.30567 hartree
Relative energy (zero: lowest compared OMol25 entry of this formula, charge and spin)   0.82 kcal/mol
Orbital gap   10.2 eV

The geometry in ORCA input format:
```
! RIJCOSX wB97M-V def2-TZVPD def2/J DEFGRID3
* xyz -1 1
K 1.2131 -0.2970 -0.1590
B 3.3577 -0.8066 -2.3329
F 2.2791 -0.0242 -2.7910
F 4.4782 -0.8012 -3.1535
F 3.7056 -0.2992 -1.0382
F 2.8251 -2.1039 -2.2359
B -2.0879 -1.2537 -1.9193
F -2.7221 -0.6515 -3.0535
F -1.3280 -0.2287 -1.2697
F -3.0425 -1.7462 -1.0450
F -1.2225 -2.2760 -2.3382
C -0.2729 2.6772 -0.6929
C 0.5017 3.2296 0.4798
O 1.1046 2.1746 1.2219
H -0.6865 3.5422 -1.2166
H -1.0974 2.0476 -0.3512
H 0.2237 2.0202 -1.4092
H -0.2371 3.7728 1.0859
H 1.2314 4.0071 0.2256
H 0.9373 2.3246 2.1547
C -1.9273 -1.2682 2.0087
C -0.7141 -2.1361 2.2276
O 0.4536 -1.3505 2.4785
H -2.8331 -1.8683 2.0167
H -1.8431 -0.7512 1.0518
H -2.0239 -0.5020 2.7846
H -0.6458 -2.7991 1.3567
H -0.8252 -2.7724 3.1161
H 1.1985 -1.8600 2.7975
*
```

Here are the Mulliken charges for atoms 1 to 6, given in e: 0.93, 0.54, -0.37, -0.36, -0.43, -0.37